Record 1
The following is a quantum chemistry calculation of a single C5H6FNO molecule at a distorted geometry, from OMol25.

Computed properties:
largest force on an atom = 0.091 hartree/bohr
multiplicity = 1
gap between HOMO and LUMO = 8.626 eV
SMILES = C=C(F)/C=C/C=N\O
energy relative to the best compared isomer or geometry (same formula, charge and spin) = 520.56 kJ/mol
total energy = -11532.76189 eV

XYZ file:
```
14
Properties=species:S:1:pos:R:3:forces:R:3
C -1.76846 -1.13821 -1.81722 0.588 -1.237 -2.642
C -1.85560 -0.31981 -0.79822 0.744 -1.715 -0.407
F -2.89373 0.42994 -0.84322 -2.989 2.998 0.768
C -1.00241 -0.08353 0.34032 3.181 2.441 1.415
C 0.38291 0.10303 0.18074 -3.023 -3.225 -1.589
C 1.17187 0.49334 1.32672 2.076 -0.175 -0.132
N 2.45554 0.47402 1.45891 0.022 -0.019 -0.323
O 3.30609 0.04087 0.35654 1.051 1.211 3.090
H -0.90912 -1.85606 -1.75107 -1.122 0.558 -0.786
H -2.50213 -0.95653 -2.78432 2.134 -0.914 2.845
H -1.43884 0.35669 1.30676 0.291 -0.899 -1.608
H 0.78013 -0.46207 -0.79352 -0.257 1.998 2.238
H 0.70883 0.84415 2.26801 -0.038 -0.233 -0.766
H 4.19738 0.23036 0.88438 -2.658 -0.787 -2.104
```
Forces are in eV/Å.



Record 2
The following is a quantum chemistry calculation of a molecular structure, C5H6FNPS2 at a distorted geometry, from OMol25.

Computed properties:
largest force on an atom = 0.108 hartree/bohr
multiplicity = 1
gap between HOMO and LUMO (spin up / spin down) = 7.276 / 7.277 eV
energy relative to the best compared isomer or geometry (same formula, charge and spin) = 60.53 kJ/mol
total energy = -40441.43273 eV
total charge = +1

XYZ file:
```
16
Properties=species:S:1:pos:R:3:forces:R:3
C 0.83129 1.22583 -1.94552 -0.865 -1.023 4.064
C 0.39593 -0.04895 -2.11449 -0.838 -1.690 -0.761
C 0.78565 1.74995 -0.60919 -1.597 -5.089 -1.556
C -0.08657 -0.83166 -1.05301 1.238 -0.659 -3.637
C 0.28657 0.90245 0.40298 0.661 3.309 -0.460
N -0.02830 -0.35896 0.13944 -1.792 -0.888 3.244
F 0.98387 -1.28765 2.15963 -0.127 0.137 0.715
P -0.45836 -1.53030 1.62819 -0.140 1.695 -0.559
S -0.73005 -3.35069 1.10295 -0.432 1.451 0.519
S -1.81885 0.53919 2.89409 1.394 -2.308 -1.385
H 1.10591 1.63766 -2.82716 1.230 2.287 -2.074
H 0.41507 -0.47476 -3.13367 -0.176 0.115 0.790
H 1.07464 2.67340 -0.39115 1.012 3.829 0.950
H -0.37376 -1.85911 -1.27900 -0.091 0.216 0.646
H 0.02247 1.39821 1.37440 0.726 -1.197 -0.743
H -2.40551 -0.38461 3.65152 -0.204 -0.185 0.249
```
Forces are in eV/Å.



Record 3
The following is a quantum chemistry calculation of 2 unconnected molecules or ions with the total composition C5H6FNS at a distorted geometry, from OMol25.

Computed properties:
largest force on an atom = 0.081 hartree/bohr
multiplicity = 1
gap between HOMO and LUMO (spin up / spin down) = 7.968 / 7.943 eV
energy relative to the best compared isomer or geometry (same formula, charge and spin) = 325.63 kJ/mol
total energy = -20320.85001 eV

XYZ file:
```
14
Properties=species:S:1:pos:R:3:forces:R:3
C -1.11871 -1.08210 1.24426 -0.492 1.621 1.115
C -0.04867 -0.53291 3.08345 2.556 2.819 1.718
C -0.88243 0.26501 0.85277 1.556 -2.503 0.197
C -0.94315 0.67970 -0.49250 0.285 0.511 1.003
C 1.40782 -0.11249 -1.48726 -0.223 -1.418 2.367
N -0.67736 -1.43950 2.51349 -2.011 -2.171 -1.974
F 1.93833 -0.93127 -0.52215 -0.317 0.772 -0.487
S 0.17555 0.94381 2.08383 -0.581 -0.319 0.453
H -1.82494 -1.68268 0.70075 0.178 -0.530 -0.083
H 0.44052 -0.59278 4.12258 -0.911 0.111 -1.801
H -0.53755 1.65637 -0.65779 -0.260 0.389 -0.666
H -1.65401 0.20660 -1.15966 0.274 0.099 -0.086
H 2.06006 0.64583 -1.77825 0.780 1.200 -0.468
H 0.76178 -0.65916 -2.08961 -0.835 -0.580 -1.287
```
Forces are in eV/Å.



Record 4
The following is a quantum chemistry calculation of a molecular structure, C5H6FeLiO4 at a distorted geometry, from OMol25.

Computed properties:
largest force on an atom = 0.103 hartree/bohr
multiplicity = 6
gap between HOMO and LUMO (spin up / spin down) = 5.991 / 3.881 eV
energy relative to the best compared isomer or geometry (same formula, charge and spin) = 121.99 kJ/mol
total energy = -48041.88507 eV
total charge = +2
expectation value of S² = 8.781

XYZ file:
```
17
Properties=species:S:1:pos:R:3:forces:R:3
O -0.53026 -1.75580 3.01424 -0.890 -1.128 0.724
C -0.03702 -0.62972 3.22388 1.695 2.152 -1.925
O 0.36488 -0.17433 4.27641 -0.471 -0.449 0.581
O 0.16195 0.11931 2.01190 -3.302 -3.410 0.765
C 1.11698 0.98194 1.94311 3.466 1.800 3.364
C 1.10217 1.98489 0.89012 2.100 -1.187 -0.403
Li -0.33023 -1.83702 5.23167 0.211 0.419 -0.185
H 1.64312 1.19119 2.88481 -0.134 -0.085 -0.374
H 0.41460 2.77208 1.25492 -0.902 -0.250 -1.520
H 2.05953 2.52420 0.88202 -0.084 -0.284 0.004
H 1.33823 1.05640 0.17649 -1.611 2.664 -0.566
Fe -0.98574 -2.94033 1.54410 -0.102 -0.214 -0.368
C -0.43765 2.60448 -1.21193 -0.443 -2.278 -0.215
C -0.38914 3.83343 -1.72904 0.215 5.125 -1.372
O -0.35448 4.92270 -2.11110 -0.014 -3.252 1.050
H 0.16211 1.84511 -1.71838 -0.042 0.244 0.242
H -1.38791 2.29783 -0.77035 0.308 0.134 0.200
```
Forces are in eV/Å.



Record 5
The following is a quantum chemistry calculation of a molecular structure, C5H6I4 at a distorted geometry, from OMol25.

Computed properties:
largest force on an atom = 0.076 hartree/bohr
multiplicity = 1
gap between HOMO and LUMO (spin up / spin down) = 7.331 / 7.318 eV
energy relative to the best compared isomer or geometry (same formula, charge and spin) = 307.78 kJ/mol
total energy = -37680.97054 eV

XYZ file:
```
15
Properties=species:S:1:pos:R:3:forces:R:3
C 0.98722 -0.12286 -0.37631 1.337 1.545 -3.314
C 0.67023 1.21135 0.32622 1.176 -0.163 0.714
C 0.43704 -1.38319 0.17227 0.363 -1.877 0.130
C -0.65764 1.82268 -0.03062 -0.266 -0.242 0.624
C -0.98108 -1.79047 0.00335 -1.137 0.507 0.393
I -2.15258 1.94685 1.40342 0.256 0.008 -0.355
I -0.92841 2.81817 -1.84044 0.157 -0.368 0.494
I -2.02993 -2.21972 1.79524 0.182 0.108 -0.922
I -2.02202 -1.41330 -1.79146 0.402 -0.194 0.844
H 0.62981 0.19065 -1.41360 0.370 -1.432 0.698
H 2.11748 -0.35146 -0.54448 -1.718 1.003 0.643
H 0.82923 0.97642 1.42314 -0.480 1.074 -0.915
H 1.42165 1.94678 -0.06726 -0.270 -0.602 0.736
H 1.00470 -2.24894 -0.31298 -0.319 0.950 0.661
H 0.67431 -1.38297 1.25351 -0.054 -0.318 -0.430
```
Forces are in eV/Å.



Record 6
The following is a quantum chemistry calculation of a single C5H6IN molecule at a distorted geometry, from OMol25.

Computed properties:
largest force on an atom = 0.088 hartree/bohr
multiplicity = 1
gap between HOMO and LUMO = 8.151 eV
SMILES = C=CCC(I)=C=N
energy relative to the best compared isomer or geometry (same formula, charge and spin) = 415.67 kJ/mol
total energy = -14867.86744 eV

XYZ file:
```
13
Properties=species:S:1:pos:R:3:forces:R:3
C 1.14884 0.21306 1.07629 -2.951 -1.762 2.309
C 1.50553 -0.51375 0.01586 2.088 0.961 0.472
C 0.43461 -1.00245 -0.85654 -3.657 0.330 0.336
C -0.67496 0.26162 -0.87655 -0.337 -2.971 0.222
I -1.97896 0.48347 -2.70787 1.170 -0.166 1.517
C -1.35792 0.51076 0.25158 -1.989 1.037 -2.407
N -2.27898 0.99283 0.94565 2.595 0.861 0.143
H 1.85558 0.56401 1.72872 1.925 1.090 1.294
H 0.03357 0.20857 1.79737 3.373 -0.106 -2.991
H 2.66832 -0.56704 -0.25931 -2.847 0.048 0.490
H 0.68201 -1.16411 -1.88764 0.321 -0.337 -0.306
H -0.15244 -1.94580 -0.40279 1.438 2.015 -1.180
H -1.88520 1.95881 1.17523 -1.128 -1.000 0.101
```
Forces are in eV/Å.



Record 7
The following is a quantum chemistry calculation of a gas-phase ion, C5H6IN2 (charge +1) at a distorted geometry, from OMol25.

Computed properties:
largest force on an atom = 0.130 hartree/bohr
multiplicity = 1
gap between HOMO and LUMO (spin up / spin down) = 5.967 / 5.968 eV
SMILES = C=C1CC=N/C1=[NH+]\I
energy relative to the best compared isomer or geometry (same formula, charge and spin) = 88.14 kJ/mol
total energy = -16351.67855 eV
total charge = +1

XYZ file:
```
14
Properties=species:S:1:pos:R:3:forces:R:3
C -0.36356 -1.85298 0.08830 -0.590 0.187 -0.606
C -0.27046 -0.58348 -0.38037 1.287 0.381 0.524
C 0.04380 0.16865 -1.69432 0.263 -1.137 0.087
C 0.28469 1.57541 -1.20346 -0.925 -3.116 1.389
N 0.29948 1.63153 0.11775 0.135 1.484 -0.480
C 0.02727 0.43092 0.59203 -0.116 -2.094 5.038
N -0.03505 0.06286 2.33590 -1.376 2.359 -6.113
I -0.32714 1.75474 3.39554 0.320 -0.162 0.238
H -0.38260 -2.75208 -0.54142 0.081 0.460 0.272
H -0.51853 -1.95631 1.17289 0.074 -0.113 -0.634
H -0.71640 0.05845 -2.47726 0.152 0.256 0.102
H 1.00015 -0.24990 -2.11990 -0.720 0.430 0.233
H 0.35872 2.36045 -1.90196 0.405 1.330 -0.206
H 0.59963 -0.64826 2.61627 1.011 -0.263 0.156
```
Forces are in eV/Å.



Record 8
The following is a quantum chemistry calculation of 2 unconnected molecules or ions with the total composition C5H6IO2S at a distorted geometry, from OMol25.

Computed properties:
largest force on an atom = 0.075 hartree/bohr
multiplicity = 1
gap between HOMO and LUMO (spin up / spin down) = 6.733 / 6.737 eV
energy relative to the best compared isomer or geometry (same formula, charge and spin) = 0.00 kJ/mol
total energy = -28311.39607 eV
total charge = -1

XYZ file:
```
15
Properties=species:S:1:pos:R:3:forces:R:3
C -0.93121 -1.23133 0.17710 0.996 -2.792 -0.365
C 0.37444 -1.28132 -0.02912 1.797 -2.126 -0.478
C 1.24831 -0.14096 -0.11399 1.155 2.446 -0.014
C 2.57311 -0.00010 -0.19447 0.970 0.185 0.059
C 0.79142 1.37216 -0.06240 -2.888 -1.351 -2.173
O 4.36355 2.68220 1.37164 -0.527 -0.195 -1.671
O 3.65034 3.31651 -0.98341 0.875 -1.781 2.096
S 4.25187 2.30677 -0.04902 -0.657 1.172 -0.536
I 3.92335 -1.72490 -0.18055 -0.094 -0.311 -0.011
H -1.48775 -2.16467 0.17914 -0.222 0.339 0.142
H -1.34461 -0.32965 0.39194 -1.639 2.383 0.434
H 0.93706 -2.30958 -0.16745 -1.252 2.103 0.203
H 0.64499 1.67780 0.93189 -0.147 0.448 1.489
H -0.27853 1.44801 -0.56616 1.930 0.081 0.724
H 1.47455 2.07647 -0.55986 -0.299 -0.602 0.101
```
Forces are in eV/Å.



Among the records above, which one has the highest energy relative to the best compared isomer or geometry (same formula, charge and spin)? C5H6FNO